(1)
ORCA calculation (ωB97M-V with the def2-TZVPD basis set) on a molecular structure, C4H9N3O.

ORCA input file:
```
! RIJCOSX wB97M-V def2-TZVPD def2/J DEFGRID3
* xyz 0 1
C 0.0919 1.9218 -0.5079
C 0.1069 -0.6955 -0.0524
C -0.1926 0.5180 -0.2289
N -2.8701 0.4361 0.2862
N -0.2522 -1.9766 0.0541
C 2.7435 -0.9181 0.3151
O -1.9591 0.1969 -0.7138
N 1.9807 -0.3019 -0.4593
H -2.8465 1.4223 0.5513
H -2.6777 -0.1493 1.1000
H -0.7145 -2.3911 -0.7435
H -0.0104 -2.5120 0.8738
H 0.8849 2.3037 0.1355
H -0.8066 2.5242 -0.3561
H 0.4038 2.0275 -1.5479
H 2.2875 -1.5408 1.1102
H 3.8306 -0.8652 0.1833
*
```

Calculated values
Calculated total energy in eV: -10804.7066
Relative energy (zero: lowest compared OMol25 entry of this formula, charge and spin) in eV: 7.755
Kohn-Sham gap in eV: 8.37

Here are the Löwdin charges for atoms 1 to 2, given in e:
1. C -0.06
2. C -0.22

***

(2)
ORCA calculation (ωB97M-V with the def2-TZVPD basis set) on a molecular structure, C6H8S2.

ORCA input file:
```
! RIJCOSX wB97M-V def2-TZVPD def2/J DEFGRID3
* xyz 0 1
C 0.7612 1.7068 -0.7454
C 0.7102 0.4765 0.1147
C 0.6113 -1.0395 -0.5625
C -0.0329 -1.5309 0.7109
C -0.5581 -0.0275 0.8859
C -1.6967 -0.1073 -0.1340
H 1.7747 1.5781 -1.2111
H -0.0883 1.6167 -1.3837
H 0.6167 2.7333 -0.1632
H 1.5870 0.3310 0.7269
H 1.6136 -1.4686 -1.0419
H -0.9270 -2.2587 0.8836
H 0.6924 -1.8022 1.4772
H -0.7574 0.3681 2.0000
S -3.2362 0.3093 -0.0871
S -1.0706 -0.8851 -1.4702
*
```

Calculated values
Calculated total energy in eV: -28019.5625
Relative energy (zero: lowest compared OMol25 entry of this formula, charge and spin) in eV: 2.480
Kohn-Sham gap in eV: 8.62

Here are the Löwdin charges for atoms 1 to 2, given in e:
1. C -0.07
2. C -0.34

***

(3)
ORCA calculation (ωB97M-V with the def2-TZVPD basis set) on 2 unconnected molecules or ions with the total composition CH7NO.

ORCA input file:
```
! RIJCOSX wB97M-V def2-TZVPD def2/J DEFGRID3
* xyz 0 1
C 0.3236 -0.5308 -1.4141
N -0.9768 -0.3061 -0.6355
H 0.1640 0.0244 -2.3471
H 0.4810 -1.5991 -1.5599
H 1.1425 -0.1118 -0.8561
H -1.2605 -1.2053 -0.2685
H -0.8056 0.2711 0.1765
O 0.1487 0.7800 2.2980
H -0.2822 1.6315 2.4126
H 1.0653 1.0461 2.1941
*
```

Calculated values
Calculated total energy in eV: -4687.6605
Relative energy (zero: lowest compared OMol25 entry of this formula, charge and spin) in eV: 0.267
SMILES: CN.O
Kohn-Sham gap in eV: 9.78

Here are the Löwdin charges for atoms 1 to 2, given in e:
1. C -0.15
2. N -0.08

***

(4)
ORCA calculation (ωB97M-V with the def2-TZVPD basis set) on 12 unconnected molecules or ions with the total composition C40H70N2O10.

ORCA input file:
```
! RIJCOSX wB97M-V def2-TZVPD def2/J DEFGRID3
* xyz 0 1
C 1.0245 -0.4130 0.3864
C -0.1846 -0.5966 -0.2279
C -0.7479 0.4167 -0.9963
N -0.1451 1.6129 -1.0682
C 1.0598 1.7760 -0.5013
C 1.6806 0.7917 0.2636
H 1.4257 -1.2854 0.8927
H -0.7815 -1.4932 -0.0950
H -1.5904 0.2398 -1.6549
H 1.5360 2.7438 -0.6216
H 2.6395 0.9190 0.7505
C -5.6242 -0.8856 -5.0201
C -4.6681 0.1290 -4.9356
C -3.5316 -0.0989 -4.1992
N -3.2786 -1.2049 -3.4630
C -4.2523 -2.1061 -3.4731
C -5.4193 -1.9971 -4.2275
H -6.5247 -0.8522 -5.6174
H -4.6703 0.9458 -5.6468
H -2.7557 0.6566 -4.1301
H -4.1617 -2.9849 -2.8417
H -6.1475 -2.7977 -4.2310
C 1.7161 3.0110 3.2963
C 0.5302 3.9038 3.2016
C 0.3279 4.7157 1.9623
O -0.2847 3.9569 4.1103
H 1.6234 2.3384 2.4392
H 1.8193 2.4377 4.2149
H 2.6487 3.5704 3.2070
H 0.5298 4.0831 1.0965
H 1.1185 5.4652 2.0411
H -0.6830 5.1010 1.8920
C -1.9348 1.5826 2.4568
C -2.8474 1.2800 3.6341
C -2.1841 0.9117 4.9448
O -4.0299 1.4149 3.4262
H -2.3940 2.3698 1.8614
H -1.8433 0.6999 1.8183
H -0.9546 1.9051 2.7956
H -1.1395 1.2006 4.9077
H -2.3024 -0.1455 5.1832
H -2.7292 1.4910 5.6924
C -0.1016 -0.6040 -4.3533
C 1.1934 -1.2478 -4.7688
C 1.3813 -2.7292 -4.5482
O 1.9917 -0.6175 -5.4303
H -0.7794 -1.2901 -3.8491
H -0.4834 -0.1120 -5.2429
H 0.1744 0.1142 -3.5727
H 2.4086 -2.9425 -4.8416
H 0.6428 -3.3463 -5.0568
H 1.2950 -2.9443 -3.4809
C -4.6527 -0.5562 0.2890
C -4.5381 -1.6324 1.3543
C -5.8272 -2.3543 1.7078
O -3.4583 -2.0183 1.7377
H -5.4582 0.1657 0.4393
H -4.8929 -1.0912 -0.6349
H -3.7471 0.0327 0.1583
H -6.2975 -1.8496 2.5535
H -5.6286 -3.4039 1.9026
H -6.5308 -2.2601 0.8785
C 5.0668 4.6445 1.9052
C 4.2821 4.3934 0.6279
C 5.0402 4.1104 -0.6309
O 3.0751 4.5570 0.6117
H 6.1186 4.4699 1.6698
H 4.7645 3.8463 2.5872
H 4.9180 5.6141 2.3662
H 5.4919 3.1172 -0.6466
H 5.6956 4.9647 -0.8147
H 4.3522 4.1242 -1.4803
C -1.0936 -4.1050 -1.7132
C -0.7024 -5.0475 -2.8091
C 0.7583 -5.5223 -2.7670
O -1.4605 -5.3976 -3.6810
H -0.3903 -3.2744 -1.6447
H -1.1864 -4.6470 -0.7726
H -2.0487 -3.6615 -1.9978
H 1.2441 -5.8119 -3.6910
H 0.8797 -6.2713 -1.9779
H 1.3148 -4.6971 -2.3102
C 1.5755 -0.0865 6.2225
C 1.4960 -1.2803 5.3041
C 1.0094 -0.9814 3.8954
O 1.6510 -2.4078 5.6872
H 0.6324 0.4629 6.1460
H 2.3645 0.6386 6.0303
H 1.6440 -0.4241 7.2567
H -0.0771 -0.8954 3.9587
H 1.2592 -1.7088 3.1203
H 1.4192 -0.0794 3.4315
C 1.3601 -4.8396 3.1398
C 2.2951 -4.5465 2.0169
C 3.6643 -5.2073 2.0077
O 2.0069 -3.7952 1.1133
H 0.4570 -4.2543 2.9667
H 1.7462 -4.5598 4.1195
H 1.1219 -5.9032 3.0683
H 4.2958 -4.5214 2.5877
H 4.0844 -5.2861 1.0114
H 3.7179 -6.1309 2.5834
C -3.1813 4.3253 -1.1742
C -2.4250 5.5667 -1.5223
C -1.0200 5.4948 -2.0873
O -2.9264 6.6607 -1.4381
H -3.5617 3.8291 -2.0684
H -4.0340 4.6155 -0.5600
H -2.5921 3.6054 -0.6046
H -0.3615 4.7817 -1.5857
H -0.5530 6.4723 -2.1220
H -1.1261 5.0896 -3.0998
C 3.8055 0.6780 -2.7996
C 4.3005 -0.2237 -1.6840
C 3.8435 -1.6323 -1.6200
O 5.1106 0.2000 -0.8818
H 4.5818 1.4420 -2.8597
H 2.8626 1.1842 -2.5950
H 3.7395 0.1105 -3.7256
H 4.6058 -2.2340 -1.1322
H 3.6262 -1.9835 -2.6315
H 2.9002 -1.7038 -1.0726
*
```

Calculated values
Calculated total energy in eV: -66069.1018
Relative energy (zero: lowest compared OMol25 entry of this formula, charge and spin) in eV: 1.000
SMILES: c1ccncc1.c1ccncc1.CC(C)=O.CC(C)=O.CC(C)=O.CC(C)=O.CC(C)=O.CC(C)=O.CC(C)=O.CC(C)=O.CC(C)=O.CC(C)=O
Kohn-Sham gap in eV: 9.74

Here are the Löwdin charges for atoms 1 to 2, given in e:
1. C -0.09
2. C -0.07